No. 1
# C12H18N2

The molecule C12H18N2 in a non-equilibrium geometry (ωB97M-V/def2-TZVPD, the OMol25 dataset).

Geometry as XYZ:
```
32
Properties=species:S:1:pos:R:3:forces:R:3:mulliken_charge:R:1
C -0.0150 -2.3836 -1.5650 -0.12 -0.02 0.16 -1.5275
C -0.3444 -1.6163 -0.2854 0.17 2.38 -0.72 0.2039
C 0.5525 -2.0790 0.8200 0.11 -0.04 0.10 -0.8670
C 1.7146 -1.4985 1.1211 -0.14 -0.38 0.20 -0.6379
C 2.0764 -0.3089 0.4077 -0.32 0.61 -0.53 0.0511
N 3.2670 0.3315 0.3745 -0.28 -0.21 0.04 0.3285
N 3.2365 1.3992 -0.4226 0.54 0.56 -0.21 -1.0017
C 2.0056 1.4608 -0.9024 0.25 -0.28 0.20 -0.9403
C 1.2180 0.4081 -0.4156 0.33 -0.39 0.27 0.5585
C -0.2084 0.0349 -0.6166 -0.36 -2.26 0.68 0.2739
C -1.1938 0.9007 0.2025 -0.11 0.13 -0.04 1.6661
C -2.6370 0.5758 -0.1980 0.27 -0.03 0.07 -1.8699
C -0.9398 2.3784 -0.1201 -0.05 -0.18 0.17 -1.9539
C -1.0110 0.6839 1.7051 -0.02 0.03 -0.23 -1.7649
H 0.9882 -2.1355 -1.9039 0.12 0.01 -0.05 0.2990
H -0.7233 -2.1325 -2.3516 -0.05 0.02 -0.10 0.3966
H -0.0642 -3.4569 -1.3902 0.03 -0.12 -0.04 0.4472
H -1.3812 -1.8102 -0.0149 -0.01 0.00 0.03 0.3038
H 0.2387 -2.9768 1.3342 0.06 -0.12 0.13 0.4194
H 2.3762 -1.8811 1.8844 -0.01 -0.14 0.10 0.4406
H 4.1266 0.0715 0.8298 -0.10 0.07 -0.07 0.1801
H 1.7393 2.2470 -1.5803 -0.04 0.19 -0.14 0.6190
H -0.4740 0.1367 -1.6719 -0.04 0.00 -0.04 0.7402
H -3.3275 1.2135 0.3491 -0.10 0.08 0.05 0.4756
H -2.8960 -0.4563 0.0216 -0.08 -0.12 0.02 0.3346
H -2.7857 0.7461 -1.2621 -0.05 0.02 -0.16 0.4055
H -1.7080 2.9995 0.3391 -0.06 0.05 0.02 0.4810
H 0.0260 2.6976 0.2608 0.08 0.09 0.03 0.4302
H -0.9601 2.5465 -1.1941 -0.02 0.08 -0.19 0.3585
H -1.6572 1.3602 2.2614 -0.08 0.07 0.07 0.5105
H 0.0183 0.8793 1.9959 0.12 0.02 0.08 0.3209
H -1.2575 -0.3357 1.9873 -0.05 -0.14 0.09 0.3180
```
Positions in Å, forces in eV/Å.

The calculation puts the strongest force on any atom at 2.49 eV Å⁻¹. As for the HOMO-LUMO gap: 8.97 eV. The total energy is -15715.899 eV. The SMILES is C[C@H]1C=Cc2[nH]ncc2[C@@H]1C(C)(C)C. The energy above the lowest of the compared OMol25 structures with the same formula, charge and spin comes out at 0.4 kcal/mol. Its total charge is 0. The highest occupied orbital energy is -8.10 eV.

=====

No. 2
# C12H18N2

The molecule C12H18N2 in a non-equilibrium geometry (ωB97M-V/def2-TZVPD, the OMol25 dataset).

Geometry as XYZ:
```
32
Properties=species:S:1:pos:R:3:forces:R:3:mulliken_spin:R:1
C -1.2400 -3.2514 -2.0973 -2.20 0.57 -0.47 0.0077
C 0.8113 -2.7327 -2.0498 -0.04 1.19 1.36 0.0088
C -1.1586 -2.4106 -1.0031 1.15 -0.62 -1.50 0.0445
C -0.4861 0.5540 -2.4646 -0.18 -0.84 -1.19 0.2251
C -0.5822 0.7654 -1.1565 1.42 -0.94 0.83 -0.0532
C 0.3388 0.3585 -0.0957 0.66 -1.43 0.03 0.7130
C 0.8752 -1.3177 0.0542 -2.54 4.13 -3.15 0.6940
C -2.1929 -1.7587 -0.1732 0.06 1.31 2.87 0.0228
C 1.6184 -1.8494 1.1435 1.91 1.12 2.16 -0.0334
C 1.1263 2.7801 0.5279 2.79 -1.86 -1.68 0.0110
C -0.4457 1.4474 1.9685 -0.94 -2.51 -0.28 0.0521
C 0.6989 1.3777 0.9859 0.15 -0.35 -0.42 0.0995
N -0.0482 -3.4118 -2.7028 0.11 -0.90 -1.47 0.0082
N 0.2324 -2.0778 -0.9759 -0.50 -0.38 1.33 0.0762
H -2.1447 -3.5364 -2.7131 0.96 0.04 1.44 0.0016
H 1.7768 -2.4613 -2.3990 0.86 -0.21 0.15 -0.0028
H -1.2594 1.0011 -3.1142 0.59 -0.47 0.23 -0.0092
H 0.2552 -0.1452 -2.9037 -0.43 0.85 0.21 0.0186
H -1.4501 1.2861 -0.8478 -0.61 1.16 0.51 0.0257
H -1.5996 -1.1156 0.6303 -1.35 -1.51 -1.20 -0.0137
H -2.7267 -0.9384 -0.7123 0.10 -0.98 0.14 0.0002
H -2.9354 -2.4626 0.3962 1.46 1.28 -1.27 0.0006
H 2.3064 -1.0706 1.6833 -1.36 -1.14 -1.13 0.0136
H 0.9788 -2.2516 1.9384 -0.03 -0.24 0.06 0.0608
H 2.2956 -2.6099 0.7961 0.21 -0.68 -0.03 0.0194
H 1.7347 3.3078 1.2936 -0.16 -0.58 -0.46 0.0027
H 1.7636 2.5351 -0.4388 -1.03 1.22 1.85 -0.0017
H 0.3423 3.4238 0.2987 -1.58 0.96 -0.73 -0.0006
H -0.6183 0.3552 2.2893 0.18 1.68 0.35 -0.0040
H -1.3858 1.6656 1.4156 0.56 0.40 0.48 0.0005
H -0.2500 2.1372 2.7755 -0.22 0.02 0.38 0.0011
H 1.6112 0.9853 1.4238 -0.02 -0.26 0.61 0.0112
```
Positions in Å, forces in eV/Å.

The calculation puts the strongest force on any atom at 5.78 eV Å⁻¹. As for the HOMO-LUMO gap (spin up / spin down): 7.48 / 7.32 eV. The total energy is -15710.151 eV. The energy above the lowest of the compared OMol25 structures with the same formula, charge and spin comes out at 7.0 kcal/mol. Its total charge is 0. Its spin multiplicity is 3. The highest occupied orbital energy (spin up / spin down) is -6.69 / -8.41 eV.

=====

No. 3
# C12H18N2S

The ion C12H18N2S with charge +2 in a non-equilibrium geometry (ωB97M-V/def2-TZVPD, the OMol25 dataset).

Geometry as XYZ:
```
33
Properties=species:S:1:pos:R:3:forces:R:3:mulliken_charge:R:1
C 1.3971 -0.8871 0.8343 1.15 2.94 1.88 -0.7792
C 1.0940 -2.1994 1.0221 -0.36 1.27 -2.32 -1.0360
C -0.7929 -1.8918 -0.5056 2.27 -0.18 0.15 -0.5215
C 0.5694 0.0741 0.0957 -0.09 -2.86 0.17 2.2927
C -0.5394 -0.5313 -0.6133 -0.36 0.13 0.60 0.2503
C 0.1213 -2.7629 0.1550 -1.80 0.02 0.65 0.8627
C 0.7212 1.4282 0.1738 2.82 -1.47 0.78 -1.6019
C -2.6988 1.7356 0.2384 -0.74 0.03 0.15 0.1716
C -1.4024 0.3905 -1.4299 -0.90 -1.19 2.29 -1.7453
C -2.8430 0.5992 -0.6511 1.41 1.50 -0.52 -0.3719
C -0.2498 -4.2130 0.1104 0.00 0.34 4.40 -1.5865
C 3.1490 2.1477 -0.2880 -1.58 -1.29 -4.34 -0.5389
N -3.5697 2.4963 0.7453 2.45 0.55 1.31 -0.1831
N 2.0392 1.9319 0.7242 0.57 -1.25 0.55 -0.0486
S 4.1795 0.5356 -0.4977 -1.12 0.99 0.05 -0.1130
H 2.2320 -0.3885 1.5274 -1.84 -1.70 -1.53 -0.0929
H 1.6858 -2.6776 1.7278 0.77 -1.51 0.93 0.4925
H -1.5320 -2.4931 -0.9983 -0.74 0.73 -0.60 0.4060
H -0.7948 1.2592 -1.5999 -0.67 0.93 -0.08 0.7064
H -1.4582 -0.0896 -2.3523 -1.05 -0.59 -1.73 0.5424
H -3.1707 -0.1227 0.1033 0.57 -0.94 -0.37 0.3973
H -3.7607 0.8160 -1.2212 0.43 -0.19 -0.60 0.5080
H -0.6824 -4.4908 1.1874 0.68 0.69 -1.94 0.3286
H -0.9950 -4.5310 -0.5475 -0.94 -0.08 -1.38 0.4291
H 0.5881 -4.8502 0.1019 1.17 -0.78 -0.46 0.4243
H 2.5511 2.4803 -1.2826 1.68 -1.03 2.17 0.3042
H 3.9291 2.8332 -0.1445 0.31 1.52 1.24 0.5026
H -3.4407 3.1245 1.5166 1.38 0.51 0.56 0.2802
H -0.0272 2.1205 -0.0255 -0.56 1.48 -0.42 0.5415
H -4.5093 2.5857 0.5967 -3.53 -0.73 -1.67 0.2254
H 1.7356 2.7053 1.2726 0.55 1.51 0.45 0.4012
H 2.5571 1.2935 1.3969 -1.41 0.43 -0.53 0.3369
H 5.4181 1.0889 -0.5440 -0.52 0.20 0.15 0.2148
```
Positions in Å, forces in eV/Å.

The calculation puts the strongest force on any atom at 4.79 eV Å⁻¹. As for the HOMO-LUMO gap (spin up / spin down): 7.93 / 4.47 eV. The total energy is -26529.041 eV. Its total charge is +2. The highest occupied orbital energy (spin up / spin down) is -15.77 / -13.90 eV.

=====

What is the strongest force on any atom in the second record?
5.78 eV Å⁻¹

=====

Repeat the second record exactly.
# C12H18N2

The molecule C12H18N2 in a non-equilibrium geometry (ωB97M-V/def2-TZVPD, the OMol25 dataset).

Geometry as XYZ:
```
32
Properties=species:S:1:pos:R:3:forces:R:3:mulliken_spin:R:1
C -1.2400 -3.2514 -2.0973 -2.20 0.57 -0.47 0.0077
C 0.8113 -2.7327 -2.0498 -0.04 1.19 1.36 0.0088
C -1.1586 -2.4106 -1.0031 1.15 -0.62 -1.50 0.0445
C -0.4861 0.5540 -2.4646 -0.18 -0.84 -1.19 0.2251
C -0.5822 0.7654 -1.1565 1.42 -0.94 0.83 -0.0532
C 0.3388 0.3585 -0.0957 0.66 -1.43 0.03 0.7130
C 0.8752 -1.3177 0.0542 -2.54 4.13 -3.15 0.6940
C -2.1929 -1.7587 -0.1732 0.06 1.31 2.87 0.0228
C 1.6184 -1.8494 1.1435 1.91 1.12 2.16 -0.0334
C 1.1263 2.7801 0.5279 2.79 -1.86 -1.68 0.0110
C -0.4457 1.4474 1.9685 -0.94 -2.51 -0.28 0.0521
C 0.6989 1.3777 0.9859 0.15 -0.35 -0.42 0.0995
N -0.0482 -3.4118 -2.7028 0.11 -0.90 -1.47 0.0082
N 0.2324 -2.0778 -0.9759 -0.50 -0.38 1.33 0.0762
H -2.1447 -3.5364 -2.7131 0.96 0.04 1.44 0.0016
H 1.7768 -2.4613 -2.3990 0.86 -0.21 0.15 -0.0028
H -1.2594 1.0011 -3.1142 0.59 -0.47 0.23 -0.0092
H 0.2552 -0.1452 -2.9037 -0.43 0.85 0.21 0.0186
H -1.4501 1.2861 -0.8478 -0.61 1.16 0.51 0.0257
H -1.5996 -1.1156 0.6303 -1.35 -1.51 -1.20 -0.0137
H -2.7267 -0.9384 -0.7123 0.10 -0.98 0.14 0.0002
H -2.9354 -2.4626 0.3962 1.46 1.28 -1.27 0.0006
H 2.3064 -1.0706 1.6833 -1.36 -1.14 -1.13 0.0136
H 0.9788 -2.2516 1.9384 -0.03 -0.24 0.06 0.0608
H 2.2956 -2.6099 0.7961 0.21 -0.68 -0.03 0.0194
H 1.7347 3.3078 1.2936 -0.16 -0.58 -0.46 0.0027
H 1.7636 2.5351 -0.4388 -1.03 1.22 1.85 -0.0017
H 0.3423 3.4238 0.2987 -1.58 0.96 -0.73 -0.0006
H -0.6183 0.3552 2.2893 0.18 1.68 0.35 -0.0040
H -1.3858 1.6656 1.4156 0.56 0.40 0.48 0.0005
H -0.2500 2.1372 2.7755 -0.22 0.02 0.38 0.0011
H 1.6112 0.9853 1.4238 -0.02 -0.26 0.61 0.0112
```
Positions in Å, forces in eV/Å.

The calculation puts the strongest force on any atom at 5.78 eV Å⁻¹. As for the HOMO-LUMO gap (spin up / spin down): 7.48 / 7.32 eV. The total energy is -15710.151 eV. The energy above the lowest of the compared OMol25 structures with the same formula, charge and spin comes out at 7.0 kcal/mol. Its total charge is 0. Its spin multiplicity is 3. The highest occupied orbital energy (spin up / spin down) is -6.69 / -8.41 eV.